Record 1
Here is a structure of composition C16H54AgF3O16V in a non-equilibrium geometry from the Open Molecules 2025 dataset. Energies are from ωB97M-V with the def2-TZVPD basis set.

## Properties
Expectation value of S²: 0.756
Calculated total energy in Ha: -3235.4592
E_HOMO (alpha / beta) in hartree: -0.497 / -0.497
2S+1: 2
Total charge: +2
Lowest unoccupied orbital energy (alpha / beta) in eV: -8.009 / -11.832
Kohn-Sham gap (alpha / beta) in eV: 5.525 / 1.702

Last column: Löwdin charge in e.
Cartesian coordinates (Å):
1 O -6.130 19.374 -11.731  -0.24
2 V -7.518 18.767 -11.313  1.10
3 O -7.722 17.359 -12.058  -0.25
4 Ag -10.381 19.541 -9.374  0.82
5 C -9.489 20.388 -12.746  -0.44
6 O -8.258 19.840 -13.190  -0.16
7 O -9.756 19.814 -11.572  -0.23
8 C -9.572 21.900 -12.848  -0.53
9 F -10.794 22.326 -12.449  0.13
10 F -8.720 22.594 -12.102  0.16
11 F -9.472 22.274 -14.142  0.14
12 C -7.675 20.232 -14.434  -0.20
13 C -6.612 19.246 -14.840  -0.05
14 H -6.395 19.370 -15.898  0.09
15 H -5.731 19.250 -14.208  0.05
16 H -7.046 18.243 -14.757  0.07
17 H -7.327 21.261 -14.429  0.12
18 H -8.426 20.100 -15.222  0.10
19 H -10.245 19.985 -13.447  0.16
20 C -11.726 23.004 -16.809  -0.18
21 O -12.531 24.124 -17.109  -0.12
22 H -10.693 23.063 -17.164  0.07
23 H -11.726 22.920 -15.726  0.06
24 H -12.183 22.132 -17.308  0.08
25 H -12.263 24.470 -17.975  0.09
26 C -8.207 24.941 -14.744  -0.15
27 O -7.289 25.901 -15.292  -0.10
28 H -7.831 24.587 -13.781  0.04
29 H -9.185 25.415 -14.574  0.08
30 H -8.314 24.174 -15.503  0.06
31 H -7.255 26.653 -14.696  0.08
32 C -9.397 25.415 -10.991  -0.10
33 O -9.953 24.713 -9.890  -0.05
34 H -9.957 25.180 -11.906  0.08
35 H -9.453 26.486 -10.810  0.10
36 H -8.343 25.185 -11.165  0.09
37 H -9.550 23.845 -9.801  0.10
38 C -5.391 24.012 -12.253  -0.17
39 O -5.059 25.346 -11.957  -0.10
40 H -5.065 23.625 -13.218  0.06
41 H -5.011 23.360 -11.454  0.09
42 H -6.475 23.884 -12.190  0.04
43 H -4.175 25.399 -11.586  0.09
44 C -13.828 17.884 -12.947  -0.10
45 O -12.560 18.508 -12.773  -0.15
46 H -14.592 18.623 -13.206  0.09
47 H -13.834 17.098 -13.701  0.09
48 H -14.145 17.462 -11.992  0.08
49 H -12.102 18.604 -13.626  0.05
50 C -5.521 23.067 -16.063  -0.17
51 O -4.850 22.057 -16.767  -0.11
52 H -6.541 23.154 -16.439  0.06
53 H -5.671 22.790 -15.004  0.05
54 H -5.054 24.053 -16.060  0.10
55 H -3.899 22.142 -16.633  0.08
56 C -12.821 24.023 -10.586  -0.04
57 O -13.940 24.767 -10.304  0.20
58 H -11.858 24.557 -10.633  0.10
59 H -12.712 23.298 -9.764  0.13
60 H -12.923 23.354 -11.473  0.17
61 H -13.917 25.623 -10.776  0.18
62 C -3.088 19.649 -15.128  -0.16
63 O -2.173 20.728 -14.961  -0.11
64 H -3.512 19.219 -14.214  0.07
65 H -3.890 19.991 -15.784  0.05
66 H -2.537 18.816 -15.566  0.09
67 H -2.454 21.247 -14.203  0.07
68 C -10.446 17.567 -15.325  -0.10
69 O -11.286 18.734 -15.301  -0.16
70 H -10.958 16.748 -14.828  0.09
71 H -10.256 17.269 -16.357  0.09
72 H -9.493 17.777 -14.829  0.07
73 H -10.849 19.369 -15.897  0.05
74 C -11.324 16.461 -10.397  -0.10
75 O -11.566 17.884 -10.394  -0.24
76 H -10.695 16.188 -11.249  0.09
77 H -10.894 16.101 -9.469  0.08
78 H -12.271 15.937 -10.552  0.09
79 H -11.936 18.116 -11.286  0.03
80 C -8.873 20.500 -17.794  -0.10
81 O -10.231 20.050 -17.565  -0.14
82 H -8.174 19.703 -17.528  0.08
83 H -8.715 20.758 -18.839  0.10
84 H -8.699 21.366 -17.161  0.07
85 H -10.526 19.564 -18.342  0.10
86 C -5.613 15.873 -14.604  -0.16
87 O -4.531 14.952 -14.448  -0.11
88 H -5.245 16.778 -15.111  0.06
89 H -6.291 15.480 -15.377  0.08
90 H -6.058 16.059 -13.639  0.06
91 H -4.043 14.906 -15.274  0.08

---

Record 2
Here is a structure of composition C36H51BrCoN3OP2 in a non-equilibrium geometry from the Open Molecules 2025 dataset. Energies are from ωB97M-V with the def2-TZVPD basis set.

## Properties
Expectation value of S²: 3.834
Calculated total energy in Ha: -6281.0968
E_HOMO (alpha / beta) in hartree: -0.335 / -0.382
2S+1: 4
Total charge: +1
Lowest unoccupied orbital energy (alpha / beta) in eV: -2.687 / -4.165
Kohn-Sham gap (alpha / beta) in eV: 6.440 / 6.218

Last column: Löwdin charge in e.
Cartesian coordinates (Å):
1 C 1.175 1.046 -2.617  -0.30
2 C -0.494 -0.590 -2.885  -0.33
3 C 1.444 1.020 -3.984  -0.01
4 C -0.062 -0.821 -4.221  -0.01
5 C 0.876 0.025 -4.777  -0.04
6 H 2.132 1.767 -4.370  0.12
7 H -0.550 -1.615 -4.785  0.12
8 H 1.205 -0.094 -5.804  0.12
9 N 0.258 0.242 -2.061  0.07
10 P 2.071 1.546 0.046  1.12
11 P -2.293 -0.619 -0.807  1.14
12 C 1.916 2.049 -1.732  -0.25
13 H 2.923 2.213 -2.142  0.08
14 H 1.421 3.038 -1.754  0.10
15 C -1.722 -1.116 -2.425  -0.18
16 H -2.225 -1.866 -3.058  0.10
17 C -2.795 -2.031 0.445  -0.65
18 C -3.837 0.260 -1.557  -0.64
19 C 3.711 0.570 0.077  -0.66
20 C 2.395 3.222 0.909  -0.65
21 C -1.963 -1.987 1.735  -0.10
22 H -1.973 -0.998 2.206  0.05
23 H -2.384 -2.713 2.449  0.10
24 H -0.923 -2.260 1.552  0.03
25 C -4.256 -1.884 0.881  -0.09
26 H -4.401 -0.973 1.478  0.07
27 H -4.960 -1.889 0.042  0.07
28 H -4.504 -2.731 1.539  0.10
29 C -2.539 -3.381 -0.224  -0.09
30 H -2.822 -4.172 0.489  0.10
31 H -3.120 -3.525 -1.143  0.08
32 H -1.472 -3.508 -0.457  0.06
33 C -4.649 1.038 -0.517  -0.10
34 H -4.033 1.804 -0.033  0.07
35 H -5.467 1.545 -1.055  0.10
36 H -5.103 0.405 0.250  0.06
37 C -3.371 1.305 -2.595  -0.09
38 H -2.712 2.044 -2.123  0.07
39 H -2.851 0.853 -3.450  0.08
40 H -4.254 1.844 -2.977  0.10
41 C -4.714 -0.812 -2.260  -0.09
42 H -4.318 -1.837 -2.200  0.05
43 H -5.736 -0.817 -1.848  0.09
44 H -4.800 -0.567 -3.331  0.09
45 C 2.863 2.961 2.351  -0.09
46 H 2.774 3.899 2.921  0.10
47 H 2.248 2.205 2.855  0.07
48 H 3.915 2.652 2.409  0.07
49 C 1.090 4.029 0.946  -0.10
50 H 0.703 4.234 -0.059  0.08
51 H 0.314 3.540 1.544  0.05
52 H 1.314 5.001 1.415  0.10
53 C 3.429 4.105 0.183  -0.09
54 H 3.377 5.107 0.635  0.09
55 H 4.458 3.760 0.306  0.06
56 H 3.210 4.207 -0.887  0.08
57 C 3.673 -0.476 -1.047  -0.08
58 H 4.648 -0.983 -1.080  0.10
59 H 2.897 -1.234 -0.886  0.05
60 H 3.525 -0.009 -2.030  0.07
61 C 3.866 -0.089 1.454  -0.10
62 H 2.996 -0.673 1.748  0.02
63 H 4.724 -0.773 1.412  0.10
64 H 4.049 0.643 2.248  0.06
65 C 4.962 1.433 -0.134  -0.10
66 H 4.913 2.041 -1.045  0.08
67 H 5.192 2.067 0.732  0.07
68 H 5.813 0.743 -0.240  0.09
69 Co 0.146 0.139 0.056  0.11
70 C -0.905 1.552 0.130  -0.30
71 O -1.506 2.547 -0.047  0.05
72 N 1.058 -1.330 1.040  0.13
73 C 1.572 -2.420 1.109  -0.04
74 C 1.704 -3.708 0.508  -0.22
75 C 2.204 -4.838 1.177  -0.02
76 C 1.315 -3.825 -0.846  -0.04
77 C 2.320 -6.056 0.502  -0.06
78 H 2.515 -4.743 2.216  0.12
79 C 1.386 -5.052 -1.502  -0.06
80 H 0.961 -2.936 -1.378  0.11
81 C 1.925 -6.165 -0.842  -0.05
82 H 2.732 -6.935 1.007  0.12
83 H 1.049 -5.111 -2.542  0.12
84 H 2.058 -7.098 -1.399  0.12
85 Br -0.422 3.709 6.143  0.75
86 C -1.295 2.677 4.806  -0.65
87 C -2.626 2.278 4.959  -0.09
88 C -3.222 1.560 3.922  -0.03
89 C -2.467 1.286 2.772  -0.16
90 N -1.176 1.599 2.664  0.05
91 C -0.598 2.312 3.636  -0.16
92 H -3.159 2.534 5.867  0.11
93 H -4.247 1.208 3.967  0.11
94 H -2.940 0.785 1.919  0.08
95 H 0.440 2.613 3.501  0.07

---

Record 3
Here is a structure of composition C9H13N2 in a non-equilibrium geometry from the Open Molecules 2025 dataset. Energies are from ωB97M-V with the def2-TZVPD basis set.

## Properties
Calculated total energy in Ha: -459.9513
E_HOMO in hartree: -0.482
Total charge: +1
ΔE to the lowest compared entry with this formula, charge and spin in kcal/mol: 39.4
Lowest unoccupied orbital energy in eV: -3.195
Kohn-Sham gap in eV: 9.926

Last column: Löwdin charge in e.
Cartesian coordinates (Å):
1 C 0.377 -1.477 -2.177  0.03
2 C 1.616 -1.175 -1.678  -0.04
3 C -0.584 -0.598 -0.169  -0.18
4 C -0.755 -1.357 -1.360  -0.28
5 C 0.675 -0.367 0.198  -0.02
6 C -1.648 0.052 0.615  -0.11
7 C -0.996 1.227 1.455  -0.14
8 C 0.444 0.944 1.713  -0.15
9 C 1.475 2.002 1.580  -0.08
10 N 1.764 -0.562 -0.502  0.10
11 N -1.935 -1.763 -1.768  0.16
12 H 0.289 -2.087 -3.088  0.14
13 H 2.548 -1.037 -2.233  0.15
14 H -2.297 0.454 -0.132  0.11
15 H -2.186 -0.793 1.177  0.16
16 H -1.213 2.094 0.848  0.12
17 H -1.373 1.358 2.479  0.13
18 H 0.789 0.279 2.620  0.17
19 H 2.372 1.553 1.105  0.09
20 H 1.741 2.467 2.405  0.03
21 H 1.205 2.869 0.975  0.10
22 H 2.660 -0.194 -0.232  0.17
23 H -2.175 -2.458 -2.582  0.19
24 H -2.792 -1.430 -1.250  0.14

---

> Look up the calculated total energy of the third one.

-459.9513 Ha